# 1
ORCA calculation (ωB97M-V/def2-TZVPD) on a 12-piece molecular cluster, C44H92O12 overall at a distorted geometry.

```
148
Properties=species:S:1:pos:R:3:lowdin_charge:R:1
C 2.5869 10.0213 12.2510 -0.19
C 3.8340 10.8430 12.0049 -0.17
C 3.4590 12.0224 12.8526 -0.23
O 2.0323 12.1615 12.7375 -0.14
C 1.5251 10.7791 12.9575 -0.17
H 2.8519 9.1946 12.9101 0.11
H 2.1551 9.6624 11.3168 0.11
H 3.9988 11.2399 11.0031 0.09
H 4.7068 10.3920 12.4770 0.11
H 3.9827 12.8632 12.3978 0.11
H 3.8128 12.0601 13.8829 0.12
H 0.5379 10.6794 12.5062 0.11
H 1.3462 10.4823 13.9909 0.11
C 10.3626 9.5748 5.8983 -0.18
C 9.6800 9.5287 7.2083 -0.18
C 10.5798 8.6300 7.9855 -0.17
O 10.9522 7.6431 6.9950 -0.15
C 11.2736 8.3283 5.8122 -0.19
H 10.9669 10.4736 5.7755 0.11
H 9.6324 9.7155 5.1014 0.11
H 8.6751 9.1518 7.0175 0.10
H 9.5372 10.4829 7.7153 0.12
H 10.0847 8.1140 8.8081 0.10
H 11.4696 9.0554 8.4497 0.13
H 11.1434 7.7194 4.9175 0.10
H 12.3065 8.6665 5.7289 0.11
C 8.0256 7.3800 14.1141 -0.17
C 7.3141 6.5896 15.1694 -0.15
C 8.2842 5.4228 15.4188 -0.25
O 9.5369 5.9148 15.2592 -0.13
C 9.4758 7.0564 14.3970 -0.17
H 7.8608 8.4567 14.1557 0.11
H 7.6142 6.9259 13.2125 0.10
H 6.3375 6.2234 14.8528 0.11
H 7.3125 7.1130 16.1255 0.12
H 8.1965 4.6397 14.6657 0.10
H 8.2710 5.0178 16.4307 0.13
H 10.0750 6.8406 13.5125 0.10
H 9.8831 7.9245 14.9154 0.11
C 13.7281 6.6211 12.0541 -0.16
C 12.4309 5.9100 11.7984 -0.17
C 11.7468 6.8470 10.8100 -0.17
O 12.3165 8.1739 11.0983 -0.14
C 13.5335 8.1014 11.6729 -0.25
H 14.5915 6.3127 11.4645 0.11
H 14.0187 6.5339 13.1010 0.11
H 11.8049 5.8537 12.6890 0.10
H 12.6298 4.9557 11.3107 0.11
H 10.6658 6.7945 10.9395 0.10
H 11.8343 6.4674 9.7920 0.11
H 13.6102 8.7968 12.5087 0.12
H 14.2480 8.3956 10.9041 0.11
C 9.4613 5.1372 4.6175 -0.16
C 8.3492 6.0460 5.0412 -0.16
C 8.1475 5.6891 6.4829 -0.23
O 8.7450 4.4343 6.6368 -0.14
C 9.9629 4.4165 5.8741 -0.16
H 10.2685 5.6971 4.1452 0.10
H 8.9992 4.3895 3.9729 0.11
H 7.4503 5.9788 4.4283 0.12
H 8.7549 7.0577 5.0515 0.10
H 7.0967 5.7446 6.7671 0.11
H 8.6071 6.3724 7.1970 0.10
H 10.3744 3.4094 5.8067 0.12
H 10.7745 4.9642 6.3531 0.11
C 9.4134 3.8093 11.6488 -0.11
C 8.7438 4.0412 10.2644 -0.16
C 8.6315 2.6941 9.7592 -0.27
O 8.2098 1.9302 10.8407 -0.15
C 8.8475 2.3860 12.0309 -0.15
H 9.2720 4.6292 12.3530 0.09
H 10.5001 3.7352 11.6900 0.09
H 9.3481 4.6713 9.6118 0.11
H 7.7152 4.3958 10.3289 0.10
H 9.4602 2.2424 9.2139 0.13
H 7.7533 2.5670 9.1263 0.13
H 9.6883 1.7492 12.3059 0.11
H 8.0422 2.4290 12.7642 0.10
C 6.3807 14.4376 8.7877 -0.18
C 6.4217 12.9432 8.7144 -0.18
C 7.0493 12.5546 10.1100 -0.13
O 7.9431 13.6969 10.4130 -0.18
C 7.6079 14.8618 9.5904 -0.17
H 5.4777 14.6557 9.3579 0.11
H 6.4415 14.8241 7.7704 0.12
H 7.1029 12.5427 7.9637 0.11
H 5.4582 12.5056 8.4533 0.08
H 7.6112 11.6226 10.1708 0.09
H 6.2404 12.5546 10.8405 0.10
H 8.4536 15.0291 8.9233 0.11
H 7.4352 15.6879 10.2801 0.12
C 10.6424 12.5880 13.9987 -0.17
C 9.7493 12.2756 12.8339 -0.17
C 9.5797 10.7568 12.9060 -0.19
O 9.9620 10.4391 14.2228 -0.14
C 10.0968 11.5871 14.9595 -0.25
H 10.5945 13.5952 14.4125 0.12
H 11.7244 12.5480 13.8733 0.12
H 10.3173 12.5446 11.9433 0.11
H 8.7512 12.7118 12.8747 0.11
H 10.0626 10.1714 12.1236 0.12
H 8.4913 10.7074 12.8746 0.10
H 10.8194 11.4202 15.7584 0.13
H 9.1110 11.7467 15.3962 0.13
C 7.1290 7.5348 10.0452 -0.14
C 6.3867 7.7794 8.7415 -0.16
C 5.3528 8.7824 9.1965 -0.21
O 5.9682 9.5930 10.1785 -0.16
C 7.0830 8.8968 10.8010 -0.15
H 8.1294 7.1858 9.7894 0.09
H 6.5870 6.8831 10.7305 0.09
H 5.8636 6.9152 8.3321 0.11
H 7.0646 8.2222 8.0119 0.09
H 4.4204 8.2906 9.4735 0.12
H 5.0750 9.5095 8.4334 0.11
H 6.9049 8.6973 11.8577 0.09
H 8.0464 9.4066 10.8070 0.09
C 4.8204 3.0172 11.4416 -0.13
C 4.6895 1.9602 12.5258 -0.15
C 5.0682 2.7562 13.8280 -0.15
O 5.8204 3.9247 13.4372 -0.16
C 5.3185 4.3366 12.2311 -0.21
H 4.0801 3.0973 10.6456 0.11
H 5.6273 2.5185 10.9046 0.08
H 5.3984 1.1734 12.2681 0.10
H 3.6804 1.5547 12.4520 0.10
H 5.6256 2.1441 14.5370 0.11
H 4.2557 3.1186 14.4578 0.11
H 6.0472 4.9071 11.6553 0.08
H 4.5316 5.0783 12.3676 0.11
C 4.9552 11.9120 5.7080 -0.08
C 4.3094 12.5146 4.4082 -0.26
O 2.8427 12.4339 4.2830 -0.10
H 5.9807 11.6613 5.4367 0.07
H 4.5512 10.9209 5.9143 0.07
H 4.7861 12.5162 6.5993 0.03
H 4.7008 11.8797 3.6133 0.09
H 4.6173 13.5465 4.2393 0.10
H 2.6833 12.9578 3.4945 0.07
C 0.9446 12.2804 9.3044 -0.08
C 2.3091 12.4000 8.6810 -0.28
O 2.1152 12.6496 7.2417 -0.09
H 0.4376 11.3693 8.9866 0.08
H 0.2133 13.0527 9.0659 0.08
H 0.9476 12.2424 10.3938 0.05
H 2.9842 11.5537 8.8082 0.09
H 2.8959 13.1804 9.1655 0.10
H 2.2166 13.5800 7.0280 0.08
```

Relative energy (zero: lowest compared OMol25 entry of this formula, charge and spin), eV: 2.351
LUMO, Eh: 0.017
SMILES string: C1CCOC1.C1CCOC1.C1CCOC1.C1CCOC1.C1CCOC1.C1CCOC1.C1CCOC1.C1CCOC1.C1CCOC1.C1CCOC1.CCO.CCO
Orbital gap, eV: 9.5

***

# 2
ORCA calculation (ωB97M-V/def2-TZVPD) on a 13-piece molecular cluster, C44H96N8O23 overall at a distorted geometry.

```
171
Properties=species:S:1:pos:R:3:lowdin_charge:R:1
C -1.6293 0.8009 3.2090 -0.03
C -1.5017 -0.2209 2.1043 -0.14
O -0.1316 -0.0395 1.5002 0.02
C 0.0523 -0.4394 0.2364 -0.63
O -0.6379 -1.1162 -0.4888 0.10
O 1.2640 -0.0304 -0.0622 -0.05
C 1.6107 -0.1693 -1.4573 -0.03
H -2.5830 0.6318 3.7027 0.06
H -1.7288 1.8079 2.7484 0.08
H -0.6982 0.7567 3.7633 0.07
H -2.1335 -0.1658 1.1678 0.11
H -1.5077 -1.2411 2.5045 0.11
H 0.7554 0.2579 -2.0158 0.08
H 1.7941 -1.2189 -1.7031 0.08
H 2.5741 0.2992 -1.5032 0.08
C 3.4213 1.5956 -5.0204 -0.06
C 3.0808 1.6073 -6.5032 -0.22
O 1.7622 2.1785 -6.6278 0.01
C 1.7849 3.5871 -6.7083 -0.55
O 2.7447 4.2750 -6.8959 0.13
O 0.5470 4.0374 -6.5216 -0.02
C 0.4148 5.4594 -6.6031 -0.03
H 2.5912 1.2552 -4.3920 0.08
H 3.5629 2.6613 -4.7692 0.08
H 4.4080 1.1975 -4.7935 0.07
H 3.0441 0.6316 -6.9445 0.10
H 3.8929 2.1129 -7.0355 0.12
H 0.5558 5.7537 -7.6165 0.09
H 1.1381 5.9037 -5.8828 0.11
H -0.5894 5.6019 -6.2737 0.08
C 1.5667 -0.8765 5.6894 -0.06
C 1.2662 0.5915 5.8231 -0.24
O 1.9080 1.3573 4.7739 0.00
C 1.8015 2.7359 4.9813 -0.55
O 0.9830 3.2949 5.6415 0.13
O 2.6647 3.3739 4.1409 -0.04
C 2.5294 4.8247 4.1281 -0.02
H 1.5054 -1.2492 6.7405 0.09
H 2.6000 -0.9761 5.4106 0.07
H 0.8941 -1.4340 4.9957 0.09
H 1.6330 0.9761 6.7921 0.13
H 0.1703 0.7334 5.7493 0.10
H 3.2285 5.1541 3.3115 0.11
H 2.8172 5.2432 5.0855 0.09
H 1.5007 5.0462 3.9321 0.08
C -4.2836 1.8148 0.9270 -0.07
C -5.1148 0.7490 1.5532 -0.18
O -5.8115 -0.1346 0.5524 0.04
C -5.3347 -1.3103 0.1565 -0.58
O -5.8893 -2.0793 -0.5501 0.13
O -3.9770 -1.5348 0.5753 -0.12
C -3.4663 -2.7858 0.0892 -0.05
H -3.5229 1.3297 0.3196 0.04
H -3.8637 2.5107 1.6868 0.09
H -4.9150 2.3659 0.2186 0.09
H -6.0221 1.1010 2.0701 0.12
H -4.5811 0.1884 2.3152 0.09
H -3.6584 -3.5203 0.9099 0.11
H -2.3910 -2.6302 0.0170 0.05
H -3.8900 -2.9071 -0.9424 0.10
C -2.4610 -3.6146 4.1226 -0.05
C -3.1775 -2.3749 4.5374 -0.16
O -2.4345 -1.5360 5.5180 0.03
C -2.4479 -1.8104 6.7804 -0.65
O -3.2448 -2.5601 7.3598 0.09
O -1.6074 -1.0134 7.4171 -0.03
C -1.4829 -1.4129 8.8084 -0.03
H -3.1350 -4.1117 3.3948 0.09
H -2.3475 -4.3047 4.9738 0.10
H -1.6023 -3.3918 3.5212 0.05
H -4.1902 -2.5521 5.0012 0.15
H -3.3360 -1.6609 3.7656 0.08
H -1.1107 -2.4165 8.9919 0.10
H -2.4101 -1.2549 9.3724 0.10
H -0.8065 -0.6854 9.2355 0.09
C 0.3622 3.7315 1.1361 -0.36
O -0.6985 4.3766 1.2174 -0.04
N 1.3126 3.9317 0.2483 -0.16
C 2.4646 3.0194 0.2182 -0.03
C 1.4287 5.1238 -0.6179 -0.01
H 0.6017 2.8532 1.7939 0.14
H 3.3550 3.4416 0.7281 0.09
H 2.7092 2.8914 -0.8485 0.09
H 2.2470 2.1162 0.7329 0.07
H 1.4719 4.7259 -1.6103 0.06
H 0.5784 5.7555 -0.6834 0.08
H 2.3507 5.6666 -0.3777 0.10
C 4.4393 -1.5526 -3.5660 -0.34
O 4.2408 -1.6332 -2.3340 -0.04
N 5.5048 -1.9629 -4.2479 -0.19
C 5.6409 -1.8384 -5.6568 -0.07
C 6.5991 -2.6378 -3.5294 -0.02
H 3.6934 -0.9754 -4.1479 0.12
H 5.7475 -2.8265 -6.1518 0.11
H 6.4404 -1.1326 -5.9163 0.09
H 4.7423 -1.3956 -6.1069 0.07
H 6.5402 -3.7243 -3.7733 0.10
H 7.5583 -2.1295 -3.8140 0.10
H 6.4546 -2.5007 -2.4464 0.07
C 1.6656 -2.1440 -6.2938 -0.28
O 2.5707 -2.5778 -7.0026 -0.02
N 1.4288 -2.7070 -5.0296 -0.17
C 0.2251 -2.4115 -4.1958 -0.01
C 2.3261 -3.6824 -4.5029 -0.08
H 1.1106 -1.2519 -6.4576 0.12
H 0.4435 -1.8690 -3.2838 0.06
H -0.1637 -3.3789 -3.9173 0.07
H -0.5369 -1.9341 -4.7544 0.07
H 2.6699 -3.4729 -3.4995 0.07
H 1.7609 -4.6202 -4.4879 0.09
H 3.2695 -3.8174 -5.0756 0.09
C -1.8451 0.2945 -3.5743 -0.38
O -1.2536 0.7621 -4.5069 0.01
N -3.1895 0.4386 -3.4061 -0.17
C -3.8282 -0.2954 -2.2536 -0.02
C -4.0804 0.8731 -4.4823 -0.04
H -1.2860 -0.2271 -2.7532 0.12
H -4.2377 -1.2437 -2.6894 0.11
H -4.6317 0.3195 -1.8662 0.08
H -3.0767 -0.5102 -1.5411 0.05
H -5.0079 1.2659 -4.0111 0.09
H -3.6215 1.6195 -5.0941 0.07
H -4.3528 -0.0390 -5.0157 0.09
C -0.2621 -4.9182 0.9329 -0.34
O -0.5140 -3.7373 0.9577 -0.01
N -0.2098 -5.5456 -0.2630 -0.16
C 0.0883 -6.9615 -0.3847 -0.05
C -0.5231 -4.8308 -1.5252 -0.02
H 0.0089 -5.5487 1.7511 0.13
H -0.6702 -7.4799 -0.9502 0.08
H 0.1716 -7.3771 0.6172 0.09
H 0.9960 -7.0561 -0.8893 0.07
H -0.2547 -3.7795 -1.4190 0.07
H 0.0419 -5.1792 -2.4031 0.08
H -1.5821 -4.8993 -1.7333 0.09
C -4.3680 2.4736 4.8287 -0.41
O -5.1631 1.6029 4.5029 0.00
N -3.5538 2.5259 5.8479 -0.16
C -2.5520 3.6731 5.8707 0.00
C -3.5172 1.4459 6.8580 0.00
H -4.1990 3.3978 4.2443 0.13
H -2.9418 4.4637 6.5741 0.10
H -2.4328 3.9726 4.8498 0.06
H -1.5414 3.2733 6.2054 0.09
H -4.2542 0.7463 6.4438 0.09
H -2.5550 0.9854 6.8529 0.06
H -3.9228 1.7524 7.7755 0.08
C 2.9262 -3.8267 0.7422 -0.29
O 3.1421 -5.0430 0.5300 -0.05
N 3.9826 -3.0314 0.9343 -0.18
C 3.7729 -1.6031 0.9442 -0.05
C 5.3693 -3.4948 1.0704 -0.01
H 1.9494 -3.3064 0.6589 0.13
H 2.7054 -1.4184 1.0933 0.08
H 4.1293 -1.1067 0.0327 0.08
H 4.2610 -1.1649 1.7696 0.07
H 5.7470 -3.0468 1.9621 0.07
H 5.3179 -4.5639 1.2562 0.08
H 5.9613 -3.1949 0.1938 0.09
C -1.3675 2.6264 -1.3323 -0.30
O -0.3986 1.9069 -1.4336 0.00
N -1.6759 3.5584 -2.2965 -0.15
C -2.8142 4.4424 -2.0849 -0.04
C -0.7752 3.7288 -3.4503 -0.03
H -2.0811 2.5274 -0.5018 0.12
H -2.9139 4.6820 -1.0143 0.09
H -3.7181 3.9641 -2.4740 0.08
H -2.6675 5.3617 -2.5891 0.07
H 0.1089 3.1786 -3.1324 0.08
H -1.1936 3.2753 -4.3447 0.07
H -0.6122 4.8112 -3.6421 0.09
```

Relative energy (zero: lowest compared OMol25 entry of this formula, charge and spin), eV: 0.000
LUMO, Eh: 0.019
Orbital gap, eV: 9.3

***

# 3
ORCA calculation (ωB97M-V/def2-TZVPD) on a 12-piece molecular cluster, C44H96O12 overall at a distorted geometry.

```
152
Properties=species:S:1:pos:R:3:lowdin_charge:R:1
C -1.4756 -1.5606 5.8276 -0.18
C -1.2018 -1.0924 4.4273 -0.17
C -2.1546 0.0684 4.1884 -0.24
O -2.9965 0.0672 5.2723 -0.12
C -2.8716 -1.1776 6.0166 -0.19
H -0.8384 -1.0274 6.5331 0.12
H -1.3948 -2.6455 5.8956 0.12
H -1.4826 -1.9001 3.7514 0.10
H -0.1517 -0.8818 4.2244 0.10
H -2.7031 -0.0203 3.2506 0.12
H -1.5222 0.9499 4.2934 0.11
H -3.5999 -1.9403 5.7410 0.12
H -3.1807 -0.8586 7.0120 0.13
C 0.3143 0.1071 -0.9232 -0.15
C -0.4793 -1.2191 -0.8669 -0.13
C -1.1060 -1.1712 0.5953 -0.17
O -0.4961 -0.0792 1.2993 -0.16
C -0.0344 0.8779 0.3526 -0.18
H -0.0306 0.6138 -1.8246 0.09
H 1.3498 -0.0435 -1.2286 0.08
H 0.1211 -2.1236 -0.9641 0.08
H -1.2772 -1.2891 -1.6063 0.08
H -0.8463 -2.0707 1.1536 0.10
H -2.1871 -1.0339 0.5714 0.10
H 0.9130 1.2612 0.7316 0.12
H -0.8068 1.6285 0.1850 0.10
C -0.9429 0.4166 -5.4166 -0.19
C -1.7582 1.6970 -5.3931 -0.16
C -0.9973 2.6471 -6.3557 -0.15
O 0.1199 1.9136 -6.8961 -0.13
C -0.1643 0.5427 -6.6845 -0.24
H -1.4925 -0.4794 -5.1280 0.11
H -0.2513 0.4830 -4.5767 0.09
H -1.8462 2.1496 -4.4054 0.08
H -2.7568 1.5101 -5.7880 0.11
H -0.6219 3.5702 -5.9139 0.11
H -1.6926 2.8047 -7.1803 0.12
H 0.6903 -0.1337 -6.6696 0.11
H -0.8142 0.2343 -7.5033 0.12
C 1.5586 2.3659 5.0273 -0.16
C 3.0682 2.4737 5.2736 -0.14
C 3.6393 2.1301 3.8746 -0.21
O 2.6344 2.5462 2.9958 -0.14
C 1.3846 2.1613 3.5268 -0.20
H 0.9730 3.1771 5.4600 0.11
H 1.1381 1.5298 5.5859 0.10
H 3.4135 1.9158 6.1440 0.11
H 3.3883 3.4790 5.5473 0.11
H 3.7831 1.0609 3.7186 0.10
H 4.6187 2.5732 3.6943 0.12
H 1.3035 1.1044 3.2727 0.10
H 0.5574 2.7197 3.0887 0.11
C -2.3171 4.1575 3.8593 -0.15
C -3.2625 3.5519 2.7973 -0.15
C -2.2337 3.2984 1.7040 -0.20
O -1.2718 4.3431 1.8779 -0.17
C -1.4870 5.1321 3.0068 -0.20
H -1.6718 3.4311 4.3532 0.10
H -2.8752 4.6649 4.6461 0.11
H -4.0903 4.2215 2.5641 0.12
H -3.7175 2.5997 3.0702 0.10
H -2.6880 3.3589 0.7150 0.10
H -1.7303 2.3611 1.9410 0.10
H -2.1194 5.9468 2.6540 0.12
H -0.6005 5.5054 3.5196 0.12
C -3.5689 -5.2893 -1.2674 -0.17
C -4.4612 -4.4403 -2.0964 -0.18
C -4.4049 -3.0797 -1.4841 -0.20
O -3.2077 -3.0961 -0.6927 -0.15
C -2.9651 -4.3987 -0.1894 -0.19
H -2.7264 -5.6464 -1.8595 0.11
H -4.0697 -6.1397 -0.8047 0.12
H -5.4792 -4.7759 -2.2948 0.12
H -3.9604 -4.2993 -3.0542 0.11
H -5.3168 -2.9594 -0.8993 0.12
H -4.4845 -2.2328 -2.1657 0.11
H -3.4046 -4.4874 0.8041 0.12
H -1.9097 -4.6244 -0.0371 0.11
C 4.1196 -1.8491 -4.4241 -0.13
C 3.0276 -2.1743 -3.4063 -0.11
C 3.1924 -3.7098 -3.1424 -0.03
O 3.9962 -4.1628 -4.2621 0.15
C 4.1811 -3.1338 -5.2292 -0.08
H 5.0799 -1.5521 -4.0026 0.13
H 3.8648 -1.1347 -5.2069 0.13
H 2.0812 -1.8767 -3.8580 0.13
H 3.1598 -1.5460 -2.5254 0.09
H 2.2175 -4.1840 -3.0286 0.17
H 3.7422 -3.9499 -2.2324 0.16
H 3.5259 -3.1854 -6.0988 0.18
H 5.1534 -3.3915 -5.6491 0.16
C 3.5618 -1.3741 0.8009 -0.19
C 2.7642 -2.4831 1.4259 -0.17
C 3.3341 -2.4754 2.8676 -0.18
O 4.7171 -2.3201 2.6254 -0.12
C 4.9328 -1.6462 1.3814 -0.19
H 3.1737 -0.4172 1.1501 0.12
H 3.4460 -1.5151 -0.2737 0.08
H 3.0621 -3.4228 0.9607 0.11
H 1.6752 -2.4383 1.4292 0.09
H 3.1714 -3.4319 3.3643 0.10
H 2.9245 -1.6535 3.4548 0.12
H 5.5140 -2.2916 0.7229 0.12
H 5.4644 -0.7085 1.5433 0.12
C 4.5634 1.2406 -1.3000 -0.04
C 4.5658 2.3306 -2.3701 -0.49
C 3.3453 2.2405 -3.2497 -0.06
O 4.4667 3.5562 -1.6739 -0.04
H 4.7834 0.3033 -1.8110 0.06
H 3.5510 1.1038 -0.9200 0.06
H 5.2699 1.4060 -0.4866 0.09
H 5.4158 2.3359 -3.0524 0.14
H 2.3994 2.4174 -2.7377 0.07
H 3.2155 1.2336 -3.6465 0.06
H 3.3207 3.0428 -3.9871 0.09
H 4.5294 4.3381 -2.2272 0.10
C 0.2175 -4.7179 2.7096 -0.07
C 0.6446 -6.0872 3.1273 -0.53
C 2.1368 -6.2142 3.0594 -0.06
O 0.2408 -6.3076 4.4721 -0.03
H 0.7052 -3.8984 3.2376 0.08
H -0.8653 -4.6501 2.8150 0.08
H 0.4379 -4.6176 1.6468 0.07
H 0.1903 -6.8407 2.4840 0.14
H 2.4200 -5.9524 2.0399 0.08
H 2.3570 -7.2529 3.3060 0.08
H 2.6147 -5.5463 3.7761 0.08
H 0.5020 -7.2169 4.6354 0.09
C -1.3185 6.2584 -1.7636 -0.05
C -0.5970 5.2443 -2.6038 -0.50
C -0.5937 3.8565 -2.0600 -0.06
O -1.2145 5.2446 -3.8831 -0.05
H -0.9895 6.2507 -0.7245 0.07
H -2.4002 6.2098 -1.6384 0.09
H -0.9754 7.2427 -2.0824 0.08
H 0.4676 5.4684 -2.6704 0.14
H 0.0565 3.2753 -2.7139 0.07
H -1.6145 3.4771 -2.0143 0.06
H -0.2967 3.9010 -1.0121 0.09
H -2.1192 4.9286 -3.8256 0.09
C -4.6009 1.4424 0.0587 -0.05
C -4.2874 1.9849 -1.3288 -0.51
C -3.9510 0.8152 -2.2663 -0.04
O -5.3472 2.7300 -1.8241 -0.01
H -3.7792 0.8830 0.5059 0.07
H -5.4147 0.7187 0.0129 0.09
H -4.8447 2.2781 0.7146 0.07
H -3.3952 2.6030 -1.2287 0.10
H -4.8236 0.2468 -2.5881 0.08
H -3.1842 0.0988 -1.9715 0.06
H -3.5679 1.3242 -3.1508 0.06
H -6.0890 2.1643 -2.0504 0.10
```

Net charge: +1
LUMO (alpha / beta), Eh: -0.112 / -0.340
Multiplicity: 2
Expectation value of S²: 0.754
Orbital gap (alpha / beta), eV: 7.8 / 1.5

***

no.,molecular weight (g/mol)
1,813.208
2,1105.285
3,817.240